Computed, not measured: an isolated ion of composition C17H26N3 and charge +1, with ωB97M-V with the def2-TZVPD basis set.

Summary:
total charge = +1
E_LUMO = -2.92 eV
highest occupied orbital energy = -11.84 eV
structure (SMILES) = CCCCCCCN1C2=NCCC[N@H+]2c2ccccc21
gap between HOMO and LUMO = 8.9 eV

```
46
Properties=species:S:1:pos:R:3:forces:R:3:lowdin_charge:R:1
N 3.0971 0.6472 0.1624 -0.20 -0.26 0.46 0.0713
N 1.1719 -0.2936 1.0807 -0.08 0.47 0.24 0.0300
N 2.8827 -1.7731 0.4711 -0.58 0.03 0.37 0.1495
C 2.0241 1.6280 0.1941 -0.81 0.36 0.11 -0.1293
C -3.3857 0.0519 -0.8475 -0.12 0.05 0.39 -0.2263
C -2.6151 -0.9150 0.0493 0.14 0.17 -0.46 -0.2200
C -4.7156 0.5051 -0.2439 0.03 -0.12 -0.23 -0.2681
C -0.2300 3.1120 0.5716 0.12 0.02 -0.04 -0.0392
C 0.9037 1.0364 0.7872 0.29 0.56 -0.23 -0.1390
C 0.8858 3.6831 -0.0225 0.04 0.07 -0.02 -0.0568
C 2.3921 -0.6438 0.6160 0.61 -0.37 -0.13 -0.2538
C 4.1242 -2.0177 -0.1983 0.49 -0.11 -0.25 -0.1795
C 2.0457 2.9419 -0.2115 0.05 -0.18 0.02 0.0075
C -0.3811 -2.0975 0.3976 0.02 0.24 -0.11 -0.1650
C 0.2265 -1.2905 1.5473 -0.27 -0.58 -0.09 -0.1107
C -5.7389 -0.6185 -0.1320 0.10 0.22 0.07 -0.1077
C 3.8139 0.3279 -1.0928 0.56 -0.24 -0.76 -0.0856
C 4.8264 -0.7634 -0.7519 -0.24 -0.11 0.12 -0.1301
C -1.2527 -1.2673 -0.5464 -0.11 -0.21 0.29 -0.2036
C -0.2414 1.7891 0.9880 0.16 -0.23 0.01 0.0159
H -2.4957 -0.4627 1.0364 -0.04 0.01 0.15 0.0987
H 0.4360 -2.5598 -0.1584 -0.01 -0.09 0.07 0.1025
H 5.3899 -1.0276 -1.6451 0.04 0.09 0.01 0.1270
H -4.5385 0.9350 0.7453 0.01 0.10 0.02 0.1035
H -1.1207 1.3665 1.4427 -0.13 -0.10 0.05 0.1120
H 0.7710 -1.9647 2.2119 -0.07 0.13 0.05 0.1331
H -5.4150 -1.3796 0.5730 -0.03 -0.13 0.06 0.0647
H 0.8592 4.7130 -0.3375 0.00 0.11 -0.03 0.1147
H -3.5737 -0.4241 -1.8117 0.04 0.01 -0.11 0.1178
H 2.9205 3.3828 -0.6620 0.12 0.08 -0.06 0.1229
H -5.8955 -1.0876 -1.1004 -0.05 -0.10 -0.10 0.0767
H -0.7276 -0.3508 -0.8301 0.01 0.03 -0.11 0.0999
H 3.0788 -0.0223 -1.8217 -0.04 0.13 0.13 0.1564
H -0.5440 -0.7753 2.1194 0.09 0.01 0.07 0.1216
H -0.9806 -2.8981 0.8310 0.03 -0.11 0.03 0.1231
H -3.1883 -1.8328 0.1796 -0.02 -0.07 0.12 0.1151
H -2.7642 0.9339 -1.0318 0.06 -0.01 -0.08 0.1037
H 3.8050 0.8903 0.8659 -0.14 -0.08 -0.02 0.2133
H 4.7778 -2.5541 0.4935 0.03 0.02 -0.15 0.1270
H -6.6909 -0.2240 0.2135 -0.12 -0.06 0.04 0.0723
H 3.8810 -2.7145 -1.0065 0.17 0.05 0.02 0.1278
H 4.3044 1.2216 -1.4825 -0.15 0.00 0.14 0.1398
H -1.1159 3.7102 0.7137 -0.10 0.06 0.01 0.1200
H 5.5372 -0.3731 -0.0193 0.06 0.05 -0.03 0.1206
H -1.4153 -1.8385 -1.4618 0.04 0.06 -0.08 0.1207
H -5.1283 1.2942 -0.8757 0.00 0.07 0.07 0.1055
```
Positions in Å, forces in eV/Å.



Computed, not measured: C30H39ClOsPSi2 as an isolated structure in a non-equilibrium geometry, with ωB97M-V with the def2-TZVPD basis set.

Summary:
total charge = +1
E_LUMO (spin up / spin down) = -2.69 / -5.82 eV
highest occupied orbital energy (spin up / spin down) = -9.09 / -10.89 eV
expectation value of S² = 6.0271
spin multiplicity = 5
gap between HOMO and LUMO (spin up / spin down) = 6.4 / 5.1 eV

```
74
Properties=species:S:1:pos:R:3:forces:R:3:lowdin_charge:R:1
Os 0.6919 -1.0048 2.3219 0.43 9.63 1.43 1.3596
Cl 2.0221 0.2870 0.6385 -0.19 -0.97 0.05 0.1793
P 0.2192 -0.4974 -2.6340 -0.01 0.03 -0.61 1.2296
Si -1.6646 0.4536 3.8098 -0.36 1.11 0.91 0.3971
Si 0.7323 2.0882 2.4175 -0.91 2.21 1.09 0.3281
C -0.0993 -2.4117 1.0806 -0.09 -2.45 -2.22 -0.2584
C -3.0584 -2.8468 -3.1391 0.10 0.24 -0.02 -0.0549
C 0.3084 3.5400 -2.7535 0.01 -0.23 -0.20 -0.0567
C 3.4738 -3.3766 -4.0639 -0.15 0.11 0.23 -0.0456
C 1.2140 -2.5380 -4.3287 0.11 0.11 0.10 -0.0713
C 1.0810 3.8255 -3.8878 -0.15 -0.16 0.27 -0.0415
C 1.6368 2.7909 -4.6475 -0.16 -0.03 0.19 -0.0542
C -1.7777 -2.4013 -2.8219 0.10 0.07 -0.24 -0.0951
C -0.5160 -2.6386 2.4207 -1.54 -1.03 -0.31 -0.2614
C -1.4513 -1.0298 -2.9618 -0.43 -0.13 0.36 -0.3453
C 1.3343 -2.5130 1.0739 0.55 -2.81 -1.20 -0.3106
C -0.5295 0.6461 2.3394 -0.06 -0.48 -0.81 -0.5847
C 2.2634 1.7617 3.4707 0.37 -0.11 -0.14 -0.2305
C -3.0260 1.7622 3.6621 0.03 0.03 0.14 -0.1740
C 0.0651 2.2155 -2.4026 0.03 -0.18 -0.25 -0.1098
C -2.6944 -1.0920 4.1223 0.07 -0.55 -0.29 -0.2011
C 1.1036 3.1884 0.9085 0.38 -0.39 -0.61 -0.2366
C -2.4783 -0.1004 -3.2364 0.11 0.00 -0.16 -0.0614
C 2.6436 -1.7169 -2.5212 -0.29 0.22 -0.30 -0.0983
C -0.1122 3.5640 3.3856 0.17 -0.54 0.00 -0.2028
C -3.7586 -0.5519 -3.5447 0.13 -0.20 0.09 -0.0507
C 1.3928 1.4594 -4.3045 0.06 -0.09 -0.01 -0.0575
C 1.7829 -2.7599 2.4062 1.02 -3.01 -0.60 -0.2283
C -0.6117 0.6038 5.3821 -0.21 0.01 0.03 -0.1856
C 3.6625 -2.5643 -2.9368 -0.12 -0.06 -0.24 -0.0530
C -4.0376 -1.9267 -3.5401 0.23 0.13 0.18 -0.0398
C 1.4249 -1.6640 -3.2405 0.46 -0.64 0.17 -0.3651
C 0.6283 -2.8163 3.2467 1.07 -1.88 1.39 -0.2391
C 2.2480 -3.3843 -4.7393 -0.03 0.13 0.11 -0.0560
C 0.5757 1.1637 -3.1985 -0.04 0.66 0.47 -0.3490
H 2.0984 -4.0563 -5.5899 0.05 0.32 0.32 0.1183
H -2.0934 -1.9569 4.4261 -0.15 0.17 0.10 0.0157
H -3.4133 -0.9087 4.9356 0.25 0.17 -0.25 0.0490
H -1.0317 0.5774 1.3493 -0.01 0.54 0.39 0.0173
H 4.2871 -4.0184 -4.4030 -0.26 0.13 0.09 0.1172
H -2.6604 2.7724 3.4543 -0.06 -0.24 0.06 0.0074
H -0.7264 -2.2735 0.2104 0.03 -0.04 0.11 0.1070
H -1.2302 0.2669 6.2264 0.18 0.11 -0.09 0.0363
H 2.2649 3.0354 -5.5047 -0.20 -0.17 0.22 0.1169
H -3.2914 -3.9108 -3.0804 0.06 0.33 -0.02 0.1182
H -4.5439 0.1660 -3.7870 0.27 -0.23 0.04 0.1192
H -0.4561 3.3459 4.4023 0.04 0.07 -0.18 0.0101
H 0.1974 3.5534 0.4071 -0.01 -0.08 0.27 0.0231
H 0.2569 -2.5403 -4.8563 0.33 0.01 0.14 0.1143
H 1.9479 -2.4430 0.1817 -0.05 0.17 0.43 0.0839
H 2.7670 -1.0666 -1.6524 0.08 -0.16 -0.19 0.0518
H -2.2530 0.9696 -3.2319 -0.11 -0.37 -0.13 0.1074
H 2.6579 2.7445 3.7676 -0.09 -0.16 -0.05 0.0411
H 0.6471 4.3560 3.4557 -0.14 -0.15 0.01 0.0297
H -1.5337 -2.7458 2.7393 -0.09 0.28 0.05 0.0955
H -3.7122 1.4747 2.8522 0.12 0.04 0.15 0.0351
H -0.1046 4.3411 -2.1414 0.17 -0.18 -0.18 0.1161
H -5.0289 -2.2805 -3.8227 0.25 0.11 0.12 0.1185
H 0.2727 -0.0502 5.3378 -0.23 0.13 0.00 0.0126
H 2.8106 -2.8875 2.7234 -0.15 0.17 -0.08 0.1301
H 4.6023 -2.5879 -2.3847 -0.25 -0.01 -0.20 0.1187
H -0.2677 1.6225 5.5968 -0.05 -0.26 -0.05 0.0216
H -3.6095 1.7908 4.5934 0.07 0.02 -0.20 0.0392
H 3.0558 1.2454 2.9129 -0.17 0.13 0.23 -0.0095
H 0.6148 -3.0018 4.3129 0.06 -0.04 -0.16 0.1291
H 2.0755 1.2017 4.3969 -0.11 0.14 -0.25 0.0174
H -0.5120 1.9691 -1.5078 0.18 0.19 -0.21 0.1051
H 1.8346 0.6522 -4.8935 -0.15 0.24 0.17 0.1141
H 1.7234 2.7064 0.1441 -0.17 0.25 0.15 -0.0357
H 1.2505 4.8679 -4.1619 0.04 -0.34 0.04 0.1184
H -0.9593 3.9752 2.8236 0.14 -0.06 0.05 0.0224
H -1.0085 -3.1139 -2.5081 -0.27 0.21 -0.15 0.1125
H 1.6543 4.0752 1.2570 -0.21 -0.22 0.08 0.0422
H -3.2720 -1.3827 3.2352 -0.01 0.00 0.13 0.0375
```
Positions in Å, forces in eV/Å.



Computed, not measured: C5H12I2N as an isolated structure in a non-equilibrium geometry, with ωB97M-V with the def2-TZVPD basis set.

Summary:
total charge = +1
E_LUMO = -4.39 eV
highest occupied orbital energy = -13.25 eV
gap between HOMO and LUMO = 8.9 eV

```
20
Properties=species:S:1:pos:R:3:forces:R:3:lowdin_charge:R:1
I 1.0081 -1.6430 0.7315 -0.85 0.08 -0.58 1.3123
I -2.3631 0.6064 0.8013 0.01 0.23 0.51 0.9491
N -1.2166 -1.5987 -0.6856 -1.63 -0.39 0.43 -0.1606
C -2.3484 -1.0201 -0.5105 2.41 0.03 -0.09 -0.8824
C 1.8653 1.7091 1.6190 -1.32 -4.12 0.31 -0.1118
C 2.3477 1.1870 0.3484 2.72 0.59 -1.91 -0.3670
C 1.4202 0.3276 -0.4337 1.08 -0.12 1.27 -0.3094
C -3.5082 -1.0793 -1.3757 -0.42 -0.52 -1.36 -0.1391
H 1.9661 0.9906 2.4148 0.14 -0.43 0.49 0.0817
H -3.7138 -0.0663 -1.6220 -0.28 1.03 -0.36 0.0521
H 2.3994 2.1047 -0.3169 0.22 -0.92 0.12 0.1577
H 0.8405 1.7981 1.4663 -2.14 0.60 0.18 0.0436
H -4.4493 -1.4383 -1.0028 -0.18 -0.56 0.48 0.0959
H 1.9699 0.0582 -1.2940 -0.06 -1.05 -1.11 0.0585
H 2.2227 2.5649 1.9497 2.01 4.06 1.19 0.0447
H -1.3075 -2.4712 -1.2330 -0.04 0.70 -0.29 0.0850
H -3.2072 -1.5420 -2.3208 -0.36 -0.37 0.21 0.1002
H 0.4180 0.6802 -0.6102 -0.39 -0.15 0.21 0.0228
H 2.2273 -1.9057 1.7302 1.03 0.49 0.24 -0.1933
H 3.4288 0.7378 0.3441 -1.96 0.82 0.06 0.1598
```
Positions in Å, forces in eV/Å.



Computed, not measured: a 2-piece molecular cluster, C8H14BrN5 overall in a non-equilibrium geometry, with ωB97M-V with the def2-TZVPD basis set.

Summary:
total charge = +2
E_LUMO = -7.94 eV
highest occupied orbital energy = -15.73 eV
gap between HOMO and LUMO = 7.8 eV

```
28
Properties=species:S:1:pos:R:3:forces:R:3:lowdin_charge:R:1
Br 0.9932 -1.4103 -4.7457 0.33 0.09 0.05 0.9279
N -2.6073 -0.1023 -0.1480 -0.88 1.05 0.95 0.0879
N 0.4037 -0.7438 -2.1058 -2.13 0.62 0.66 0.0132
N -3.6388 0.0785 -2.8452 2.20 -1.17 -0.87 0.1502
N 2.0429 1.1805 1.1657 0.73 2.82 2.02 0.0321
N 2.3507 -0.9668 1.7856 1.39 1.77 2.05 0.2154
C 3.1313 1.7457 2.0548 1.33 0.95 -2.29 -0.0137
C -2.2733 0.0525 1.1179 -1.27 -0.85 -2.84 0.2096
C -1.4738 -0.8491 -3.5591 -0.37 1.54 0.51 -0.0326
C -2.3537 -0.3744 -2.5115 -0.54 -0.14 -1.36 -0.2051
C 1.7088 -0.0558 1.1000 2.53 -0.65 1.58 -0.2138
C -1.7784 -0.3630 -1.2406 2.86 -0.54 -0.10 -0.2163
C -0.3558 -0.4869 -0.9968 -1.55 0.10 -0.98 0.0381
C -0.1164 -0.9226 -3.3450 -1.38 -0.58 -0.67 -0.7070
H -4.3987 -0.0037 -2.1600 0.15 0.06 -1.33 0.1144
H 3.0050 1.6304 3.1045 -0.77 -0.26 0.89 0.0696
H -3.0645 0.1877 1.7842 -1.19 0.49 0.96 0.0997
H -1.2948 -0.0929 1.5255 0.52 -0.05 -0.54 0.0968
H -3.7708 -0.0006 -3.8975 -0.77 0.20 2.23 0.1594
H 1.3795 -0.5950 -2.0561 1.20 -0.27 0.16 0.1187
H 4.0653 1.1372 1.7896 -1.01 1.37 0.18 0.1202
H -1.8661 -0.8601 -4.5754 0.23 -0.37 0.23 0.1229
H 3.2368 2.9185 1.8583 -0.07 -2.89 0.13 0.1531
H 2.2097 -1.9319 1.6675 -0.27 -1.19 -0.14 0.1204
H 1.3578 1.8675 0.9013 -0.07 0.02 -0.66 0.1514
H 0.9959 -0.3041 0.4075 -2.19 -0.88 -1.57 0.0215
H -3.6014 0.0611 -0.5583 1.90 -0.24 2.30 0.2034
H 2.9545 -0.6385 2.5952 -0.90 -0.98 -1.55 0.1627
```
Positions in Å, forces in eV/Å.